Entry 1:
This record from the OMol25 dataset describes a structure of composition C37H35BrClF4IN2OPRuSi. The level of theory is wB97M-V/def2-TZVPD.

The geometry in XYZ format:
```
85
Properties=species:S:1:pos:R:3:forces:R:3
I -2.090633 3.355730 4.072541 0.0317 0.0363 0.0058
Ru 0.165294 0.477772 0.276594 0.6376 -2.0019 0.9597
Br 2.187807 1.722145 -0.972805 0.0381 0.2021 0.0847
Cl -3.532463 -1.942784 5.567086 0.0224 0.0141 -0.0416
P 1.975797 0.165636 1.704363 -0.3231 0.3942 0.2073
Si -0.875455 1.711363 -1.649294 -0.1404 1.0196 -0.9400
F 4.814988 1.181794 -2.350297 0.0020 0.0125 0.0156
F 4.734513 -1.078503 2.574958 -0.0861 -0.0299 0.0130
F 6.938693 -1.194634 1.082863 0.0267 -0.0333 -0.0035
F 6.986227 -0.106429 -1.391350 0.0326 -0.0064 -0.0275
O -0.823246 1.547513 1.715524 -0.1787 0.7860 0.1145
N 1.440705 -1.886598 -1.374479 -0.0656 0.2141 -0.0175
N -0.913579 -1.000506 1.226675 0.1366 0.7344 0.2607
C 5.858390 -0.608847 0.597565 0.0526 -0.0172 -0.0196
C -0.884655 3.634189 -1.473682 -0.1513 -0.3995 0.3572
C 1.482750 -3.768693 3.968632 -0.0001 0.0028 -0.0387
C 0.517785 4.238730 -1.430956 0.0021 0.0735 -0.0918
C -2.717164 0.445965 4.650768 0.0692 0.1518 -0.1122
C -0.040903 1.289925 -3.257408 0.1468 -0.1681 -0.1062
C -2.751744 -0.901059 4.425530 -0.0587 -0.0580 0.0250
C 2.136783 -2.558552 1.996742 0.1036 0.0049 0.0873
C 0.954366 -0.955182 -0.883381 0.0644 -0.1105 -0.2862
C 1.794135 2.801527 2.514619 0.0235 0.0178 0.0265
C -3.271244 0.773582 -0.252181 -0.2627 0.1317 -0.2113
C 2.905882 1.330471 4.074457 0.0435 0.0137 -0.0661
C -1.519078 -0.563740 2.381890 -0.0485 -0.4579 -0.0099
C 2.019730 3.873422 3.363814 0.0184 -0.0275 0.0295
C 2.230939 1.525820 2.866423 -0.2262 0.0335 0.0592
C 1.789313 -1.360961 2.629108 -0.1017 -0.1974 -0.1054
C 3.632189 0.659901 -0.380875 0.0195 -0.0501 -0.0758
C -1.594373 -3.221268 1.736622 -0.0342 0.0632 -0.0643
C -1.585343 4.192145 -2.728980 0.0933 0.0689 0.0252
C -2.078436 1.313875 3.738858 -0.1610 0.0275 0.2974
C -2.166812 -1.446936 3.257830 -0.0161 -0.1829 -0.0245
C -2.184623 -2.811596 2.902373 -0.0322 0.0380 0.0749
C 2.676845 3.674091 4.569438 -0.0227 0.0088 -0.0069
C 4.699292 -0.550166 1.354446 0.0769 -0.0101 0.0314
C 4.765803 0.606200 -1.155828 -0.0158 0.1052 -0.1450
C 2.001361 -3.756352 2.677364 -0.0053 0.0274 0.0308
C -1.630946 4.065834 -0.204129 -0.0768 0.1412 -0.1116
C 1.235046 -1.376305 3.907139 0.0292 -0.0178 -0.0002
C 3.560304 0.058991 0.861534 -0.0820 -0.1251 -0.2228
C 3.123450 2.406390 4.920450 0.0381 -0.0242 -0.0045
C 1.084463 -2.585496 4.573693 -0.0166 0.0053 0.0016
C -2.372712 -0.608636 -2.135950 -0.1427 0.1042 -0.1237
C -1.455300 0.824611 2.611435 0.3358 0.1449 -0.5498
C -0.955295 -2.284234 0.915821 -0.0837 -0.1865 -0.0542
C 5.886931 -0.046918 -0.667039 0.0534 -0.0115 0.0413
C -2.591925 0.828189 -1.627123 0.3438 -0.5411 0.7769
C -3.511152 1.583950 -2.593992 0.0661 0.0379 -0.1256
H -1.661056 -1.160041 -1.522179 -0.0233 -0.0204 -0.0208
H -2.672213 -3.521781 3.558248 0.0129 0.0088 -0.0280
H -1.119435 3.847432 -3.656030 -0.0051 0.0336 0.0375
H -3.328523 -1.142145 -2.115031 0.0262 0.0212 -0.0097
H -2.005722 -0.628117 -3.163890 -0.0114 -0.0139 0.0385
H -1.594759 5.157359 -0.110404 -0.0304 -0.0400 -0.0343
H 1.265251 2.954998 1.585192 -0.0886 0.0147 0.0245
H -4.261704 0.318065 -0.362677 0.0258 0.0425 -0.0253
H -3.405552 1.763167 0.187259 0.0232 -0.0384 0.0032
H 3.646676 2.253174 5.855503 -0.0284 0.0021 -0.0120
H -3.848215 2.531151 -2.176353 -0.0412 -0.0579 0.0214
H -0.783975 1.335254 -4.059972 0.0361 0.0042 0.0243
H 1.128703 3.955461 -2.292317 -0.0230 0.0629 0.0020
H 0.762329 1.984913 -3.504836 -0.0646 0.0099 -0.0497
H -1.194082 3.635675 0.698138 -0.0138 -0.0141 -0.0170
H 1.052450 3.974357 -0.520943 -0.0181 0.1049 0.1025
H -2.684615 3.778170 -0.236073 0.0296 0.0206 0.0177
H 1.384442 -4.706227 4.501551 -0.0016 0.0215 -0.0147
H -4.397109 0.962112 -2.760044 0.0433 -0.0145 0.0153
H 0.429760 5.329774 -1.443050 0.0060 -0.0360 -0.0121
H -1.503061 5.283710 -2.707890 0.0081 -0.0323 -0.0066
H -0.465063 -2.578828 -0.002755 0.0182 -0.0315 0.0812
H -2.641665 3.948719 -2.762912 0.0133 0.0630 -0.0252
H 0.937978 -0.453570 4.390631 -0.0296 -0.0100 -0.0105
H 2.305313 -4.679963 2.202010 -0.0261 0.0112 0.0024
H 3.260506 0.346629 4.353949 0.0191 0.0185 -0.0019
H -2.716195 0.167955 0.450607 -0.0644 -0.0448 0.0181
H -3.054545 1.774127 -3.568050 -0.0540 -0.0267 0.0221
H -3.196130 0.851756 5.531465 0.0374 0.0088 -0.0039
H 0.660297 -2.597466 5.570187 0.0268 0.0020 -0.0213
H 1.669234 4.860265 3.090511 0.0035 -0.0233 -0.0035
H 2.515982 -2.550994 0.980522 -0.0052 -0.0156 0.0123
H 2.836001 4.507722 5.241841 0.0208 -0.0240 -0.0253
H -1.613872 -4.258511 1.434016 0.0428 0.0207 -0.0037
H 0.378907 0.282361 -3.240532 -0.0400 0.0144 -0.0362
```
Forces are in eV/Å.

Properties
**E_HOMO**: -10.6 eV
**Gap between HOMO and LUMO**: 0.2005 hartree
**Energy relative to the best compared isomer or geometry (same formula, charge and spin)**: 28.7 kcal per mole
**Net charge**: +1
**2S+1**: 1

Here are the Mulliken charges for atoms 1 to 6, given in e: atom 1 (I): 0.042, atom 2 (Ru): -0.364, atom 3 (Br): -0.148, atom 4 (Cl): -0.248, atom 5 (P): 1.742, atom 6 (Si): 0.808


Entry 2:
This record from the OMol25 dataset describes a structure of composition C37H35BrCrN7OS. The level of theory is wB97M-V/def2-TZVPD.

The geometry in XYZ format:
```
83
Properties=species:S:1:pos:R:3:forces:R:3
Br -5.341656 -1.656373 5.304111 0.0013 -0.0064 0.0023
Cr 0.108107 -0.055130 0.690486 -0.0468 0.6590 0.6046
S 0.535276 -1.785157 -2.884132 -0.0684 -0.1465 -0.1831
O -0.166208 -0.915183 2.345122 -0.1518 -0.2812 0.0118
N 0.794174 -2.007781 0.179164 0.0741 -0.2838 -0.4601
N -1.567905 -0.898517 -0.162845 -0.0386 -0.1617 -0.0498
N 0.187220 1.470857 -0.831557 0.0951 0.0064 -0.0706
N 0.466225 -2.279398 -5.483450 0.0230 -0.0129 0.0621
N -1.128612 1.423066 1.458839 0.2600 -0.1717 -0.1257
N 4.197388 1.660471 2.531644 -0.0106 0.0412 0.0573
N 1.976902 0.754094 1.538091 0.2327 0.0957 -0.0565
C -2.750293 -2.401696 4.380807 0.1104 -0.0477 -0.0335
C 0.835642 1.466640 -1.982471 -0.0507 -0.2105 0.0726
C -2.696467 -2.958531 -0.525574 -0.0735 -0.0484 -0.0269
C -1.563601 -2.240437 3.699404 -0.0396 -0.0302 0.0368
C 0.931582 2.586090 -2.823481 0.0435 -0.0533 -0.0748
C -1.564958 -2.242776 -0.182142 0.2376 0.1081 0.0317
C -3.806203 -0.889627 -0.971704 -0.0110 -0.0768 0.0101
C 1.222223 -4.757284 0.070990 0.0057 -0.0058 0.0034
C -3.501415 -0.237140 3.683236 0.0065 -0.0115 0.0235
C 2.024431 -2.524171 0.163348 0.0225 0.1463 0.1169
C -0.061412 -4.238458 0.030847 0.0202 -0.0070 0.0324
C -3.834696 -2.275611 -0.913700 -0.0445 0.0752 -0.0122
C 2.287197 -3.879787 0.107107 -0.0031 -0.0677 0.0043
C -0.788228 -1.212610 -7.162680 0.0036 -0.0030 0.0211
C -0.005126 -1.508023 -4.464872 -0.0207 0.0464 -0.0377
C 1.786995 2.099394 2.168945 -0.1229 -0.0532 0.0184
C -2.654502 -0.241745 -0.577070 -0.0160 0.0209 0.0881
C 3.851572 0.398636 3.168392 0.0019 0.0093 0.0078
C -0.868405 5.026029 -0.688743 0.0200 0.0213 -0.0894
C -1.443296 5.044810 0.547318 -0.0428 -0.0114 0.0895
C -2.299120 -0.060647 2.966681 -0.0890 0.0297 0.0674
C 4.352275 1.448027 1.105293 0.0326 -0.0160 -0.0446
C -1.054272 2.681008 0.816611 -0.1367 -0.0341 0.0728
C 2.508059 -0.138895 2.623945 -0.0393 -0.0595 -0.0798
C -1.316139 -0.374378 -6.161341 0.0041 -0.0087 -0.0304
C -1.316297 -1.071508 2.966425 0.0886 0.0188 0.0610
C -0.939208 -0.516957 -4.854314 -0.0003 -0.0253 0.0428
C -3.728095 -1.400900 4.367483 -0.0835 0.0780 -0.0042
C 3.125464 2.618496 2.758753 0.0044 -0.0249 0.0252
C 3.027351 0.938923 0.483469 -0.0830 0.0048 0.0187
C 0.105954 -2.162969 -6.784648 -0.0019 0.0082 -0.0307
C -0.399232 2.646915 -0.434480 0.0567 0.2520 -0.1031
C 0.360239 3.761881 -2.438228 -0.0359 0.0379 0.0139
C -0.242947 -2.869170 0.057163 -0.0371 0.1817 -0.0202
C -0.317174 3.827821 -1.200344 0.0161 -0.0639 0.0451
C -1.530213 3.865805 1.315070 0.0218 -0.0413 -0.0596
C -2.085358 1.174949 2.296045 -0.0696 0.0580 -0.0329
H -2.691380 -4.037160 -0.517156 -0.0003 -0.0037 -0.0114
H 3.400634 3.567985 2.299064 0.0078 -0.0045 0.0009
H 2.607961 -1.148400 2.229883 -0.0190 0.0425 0.0067
H 5.158355 0.732579 0.940661 -0.0044 -0.0007 0.0184
H 3.029601 2.788171 3.831013 0.0042 -0.0044 -0.0013
H -1.078243 -1.116815 -8.197133 0.0023 -0.0003 -0.0016
H 4.657108 -0.314023 2.989471 0.0072 0.0131 -0.0073
H 1.024314 1.989244 2.940181 -0.0025 0.0173 -0.0197
H -1.832288 5.967955 0.954048 -0.0009 -0.0036 0.0006
H 0.568592 -2.857930 -7.469805 0.0046 -0.0022 0.0062
H -0.907311 -4.904024 -0.042239 -0.0138 0.0088 0.0016
H 0.428611 4.648945 -3.055847 0.0090 0.0012 0.0042
H -2.816791 1.959072 2.485188 -0.0311 0.0062 -0.0039
H 3.309349 -4.228785 0.098558 0.0095 0.0192 -0.0037
H -4.727717 -2.820824 -1.187927 -0.0023 0.0071 -0.0028
H -0.802051 5.928524 -1.282307 0.0088 -0.0003 0.0026
H 2.849928 -1.830819 0.206322 -0.0415 0.0121 0.0029
H 3.788753 0.556580 4.244962 0.0009 -0.0077 -0.0012
H -0.800692 -3.007260 3.725662 0.0050 0.0015 -0.0054
H 1.291055 0.526146 -2.266747 -0.0107 0.0053 -0.0377
H 1.412634 2.781908 1.406980 0.0095 -0.0347 0.0173
H 1.743379 -0.178194 3.393530 0.0030 -0.0029 0.0062
H -4.661511 -0.318416 -1.301660 -0.0037 0.0007 -0.0032
H -1.957090 3.913024 2.307907 -0.0248 -0.0012 0.0101
H 4.649220 2.389375 0.642243 0.0058 -0.0111 -0.0153
H -2.931478 -3.309799 4.940505 0.0030 -0.0023 -0.0013
H -1.353025 0.112354 -4.079462 0.0146 0.0016 0.0040
H -2.594588 0.837805 -0.584319 0.0061 0.0147 0.0124
H 1.471592 2.494273 -3.755119 -0.0008 0.0006 0.0043
H 3.169611 0.000819 -0.049710 -0.0236 -0.0034 -0.0129
H 1.382340 -5.826566 0.047723 -0.0007 0.0024 0.0019
H -4.244724 0.550567 3.687960 0.0077 0.0063 -0.0061
H 2.641675 1.661450 -0.232447 0.0038 -0.0058 0.0322
H -2.033938 0.389309 -6.431988 -0.0009 -0.0006 0.0004
H 1.134849 -2.990090 -5.215025 0.0030 -0.0058 -0.0139
```
Forces are in eV/Å.

Properties
**E_HOMO (spin up / spin down)**: -12.6 / -12.6 eV
**Gap between HOMO and LUMO (spin up / spin down)**: 0.2500 / 0.2494 hartree
**Energy relative to the best compared isomer or geometry (same formula, charge and spin)**: 9.2 kcal per mole
**Net charge**: +2
**2S+1**: 4
**<S²>**: 3.779

Here are the Mulliken charges for atoms 1 to 6, given in e: atom 1 (Br): -0.135, atom 2 (Cr): -0.052, atom 3 (S): -0.399, atom 4 (O): -0.242, atom 5 (N): 1.221, atom 6 (N): 1.167